[1]
C32H63NO5 | the ωB97M-V functional and the def2-TZVPD basis

Results
HOMO in eV: -9.33
Kohn-Sham gap in eV: 10.06
Electronic energy in eV: -45932.428
Total charge: 0
SMILES: CCCCCCCCCCCC[C@@H]1CNC(=O)C1.C1CCOC1.C1CCOC1.C1CCOC1.C1CCOC1
Molar mass in g mol⁻¹: 541.86

Last column: Löwdin charge in e.
Atoms and positions in Å:
1 C -4.6395 -0.6050 -1.2028  -0.0952
2 C -3.4772 -1.3856 -0.5806  -0.2645
3 C -3.9369 -2.5543 0.2983  -0.2054
4 C -4.1783 -2.2046 1.7776  -0.1980
5 C -2.9900 -2.4969 2.7070  -0.1988
6 C -1.6534 -1.9173 2.2438  -0.1963
7 C -0.7079 -1.5800 3.4098  -0.2045
8 C -1.2425 -0.5068 4.3746  -0.1849
9 C -0.6140 0.8976 4.2143  -0.2031
10 C -1.4751 1.8936 3.4256  -0.1921
11 C -1.4962 1.7584 1.8896  -0.1857
12 C -0.2219 1.2417 1.2380  -0.1764
13 C -0.3586 1.0359 -0.2697  -0.3015
14 C 0.8372 0.2063 -0.7821  -0.1405
15 N 1.0046 0.5624 -2.2154  0.0776
16 C 0.1616 1.6416 -2.4980  -0.4710
17 O -0.2131 1.9690 -3.6056  0.0638
18 C -0.2089 2.2780 -1.1531  -0.0502
19 H -5.4013 -1.2833 -1.5832  0.0691
20 H -4.2671 -0.0240 -2.0455  0.0689
21 H -5.0764 0.0598 -0.4608  0.0566
22 H -2.8911 -0.6775 0.0018  0.0566
23 H -2.8099 -1.7668 -1.3562  0.1039
24 H -4.8827 -2.9143 -0.1114  0.0988
25 H -3.2453 -3.3955 0.2422  0.1063
26 H -4.4957 -1.1644 1.8767  0.1103
27 H -5.0114 -2.8159 2.1310  0.1030
28 H -2.8887 -3.5824 2.7694  0.1145
29 H -3.2624 -2.1538 3.7042  0.0980
30 H -1.7692 -1.0093 1.6551  0.0764
31 H -1.1619 -2.6825 1.6407  0.1003
32 H -0.5539 -2.5148 3.9574  0.1103
33 H 0.2787 -1.3033 3.0393  0.0867
34 H -2.3265 -0.4264 4.3151  0.0964
35 H -1.0305 -0.8445 5.3900  0.1039
36 H 0.3961 0.8056 3.8192  0.0995
37 H -0.5042 1.3172 5.2163  0.1019
38 H -1.2052 2.9063 3.7224  0.1020
39 H -2.4997 1.7458 3.7721  0.1033
40 H -1.6816 2.7569 1.4822  0.1116
41 H -2.3572 1.1640 1.5784  0.0980
42 H 0.5974 1.9457 1.3928  0.1299
43 H 0.0584 0.2832 1.6701  0.0854
44 H -1.3040 0.5638 -0.5422  0.1256
45 H 1.7170 0.6118 -0.2775  0.1093
46 H 0.7281 -0.8508 -0.5615  0.1122
47 H 0.8602 -0.2416 -2.8114  0.1301
48 H -1.1088 2.8614 -1.3148  0.1233
49 H 0.6472 2.8749 -0.8367  0.1316
50 C 5.7396 -0.3881 -1.8613  -0.1615
51 C 6.5221 0.5442 -0.9456  -0.1649
52 C 5.4153 1.1276 -0.0812  -0.1955
53 O 4.4088 0.1151 0.0283  -0.1529
54 C 4.6733 -0.9244 -0.9173  -0.2114
55 H 6.3446 -1.1764 -2.3071  0.1149
56 H 5.2799 0.1858 -2.6671  0.1070
57 H 7.2186 -0.0311 -0.3292  0.1155
58 H 7.0816 1.3057 -1.4799  0.0901
59 H 4.9702 2.0107 -0.5532  0.1179
60 H 5.7538 1.4021 0.9188  0.1155
61 H 5.0281 -1.8054 -0.3697  0.1049
62 H 3.7452 -1.1822 -1.4321  0.1095
63 C 2.3926 -5.2580 -0.2068  -0.1663
64 C 2.9390 -4.2618 0.8135  -0.1577
65 C 1.6565 -3.7018 1.4109  -0.2075
66 O 0.6902 -4.7531 1.3516  -0.1474
67 C 1.1776 -5.8124 0.5249  -0.2030
68 H 3.1037 -6.0327 -0.4891  0.1109
69 H 2.0809 -4.7339 -1.1133  0.1127
70 H 3.5149 -4.7854 1.5797  0.1170
71 H 3.5724 -3.4906 0.3795  0.0910
72 H 1.2814 -2.8527 0.8268  0.1023
73 H 1.7727 -3.3806 2.4465  0.1162
74 H 1.4516 -6.6587 1.1641  0.1170
75 H 0.3822 -6.1320 -0.1491  0.1163
76 C 6.5041 4.2881 -4.9729  -0.1684
77 C 7.9799 3.9011 -4.9202  -0.1696
78 C 7.9960 2.9078 -3.7669  -0.2105
79 O 6.7196 2.2624 -3.7739  -0.1657
80 C 5.8277 2.9643 -4.6469  -0.1970
81 H 6.1908 4.6943 -5.9330  0.1119
82 H 6.2814 5.0273 -4.2003  0.1141
83 H 8.2720 3.4063 -5.8489  0.1139
84 H 8.6497 4.7440 -4.7583  0.1113
85 H 8.1263 3.4188 -2.8059  0.1165
86 H 8.7767 2.1525 -3.8651  0.1183
87 H 5.6762 2.3629 -5.5493  0.1189
88 H 4.8658 3.0867 -4.1482  0.1185
89 C -9.3331 1.6881 0.3340  -0.1707
90 C -8.5624 2.9642 0.6624  -0.1709
91 C -7.3463 2.4093 1.3913  -0.2043
92 O -7.0936 1.1209 0.8265  -0.1607
93 C -8.2017 0.7197 0.0178  -0.2093
94 H -10.0345 1.7989 -0.4914  0.1110
95 H -9.8882 1.3481 1.2110  0.1134
96 H -8.2552 3.4645 -0.2586  0.1137
97 H -9.1256 3.6755 1.2645  0.1104
98 H -7.5445 2.2900 2.4621  0.1167
99 H -6.4579 3.0303 1.2715  0.1163
100 H -7.9078 0.7821 -1.0357  0.1171
101 H -8.4506 -0.3172 0.2459  0.1177

[2]
C32H64BF3NO16P3S4 | the ωB97M-V functional and the def2-TZVPD basis

Results
HOMO in eV: -7.74
Kohn-Sham gap in eV: 5.67
Electronic energy in eV: -148500.266
Total charge: 0
SMILES: CCOCCOCCOC[C@@]1(P(C)C)OS(=O)(=O)[C@@H](B(C)O)[C@@H](S)[C@@]1(CCCSC(=S)N1CCOCC1)CCC(F)=C(F)F.COP(=O)(OC)OC.COP(=O)(OC)OC
Molar mass in g mol⁻¹: 1007.85

Last column: Löwdin charge in e.
Atoms and positions in Å:
1 C 3.2425 5.5122 0.8781  -0.0556
2 C 3.4638 5.8696 -0.6093  -0.2490
3 O 4.2194 4.8581 -1.2793  -0.1510
4 C 3.6786 4.6163 -2.5555  -0.2156
5 C 4.6846 3.9069 -3.4997  -0.1764
6 O 5.6561 3.1619 -2.7937  -0.1324
7 C 6.1339 2.0302 -3.5169  -0.1602
8 C 6.1149 0.8195 -2.5786  -0.1976
9 O 4.9008 0.1190 -2.6504  -0.1551
10 C 4.7533 -0.7880 -1.5557  -0.2111
11 C 3.2594 -1.1543 -1.4947  -0.4709
12 P 2.3272 0.5249 -1.3557  1.0416
13 C 3.3361 1.7811 -0.4659  -0.2436
14 C 1.8975 1.1000 -3.0512  -0.2622
15 O 2.7951 -1.6960 -2.7451  -0.2021
16 S 3.3881 -3.1336 -3.1278  0.6482
17 O 2.5192 -3.6554 -4.1440  -0.2595
18 O 4.7324 -3.1118 -3.6115  -0.2269
19 C 3.1577 -4.2039 -1.7119  -0.2347
20 B 3.9204 -5.6100 -1.8247  -0.5522
21 C 3.1655 -6.8595 -1.1749  0.0116
22 O 5.1346 -5.7791 -2.4095  0.1536
23 C 3.4205 -3.4839 -0.3296  -0.4900
24 S 5.2296 -3.5637 0.0842  0.8734
25 C 2.8595 -2.0526 -0.2581  -0.3915
26 C 1.2809 -2.0080 -0.2118  -0.1487
27 C 0.5711 -3.2522 0.3721  -0.2433
28 C -0.8752 -2.9541 0.8547  -0.4231
29 S -2.0306 -4.1564 0.0680  0.8953
30 C -3.4200 -3.1068 -0.3356  -1.1185
31 S -4.9092 -3.5719 0.1236  0.7247
32 N -3.0885 -1.9349 -1.0404  -0.1919
33 C -3.0144 -2.2094 -2.4936  -0.1442
34 C -4.3997 -2.1767 -3.1521  -0.1960
35 O -4.8999 -0.8591 -3.0387  -0.1237
36 C -5.2065 -0.6450 -1.6647  -0.2030
37 C -3.9798 -0.7908 -0.7382  -0.1602
38 C 3.3598 -1.3428 1.0264  -0.1592
39 C 3.1050 -2.0985 2.3670  -0.0951
40 C 2.1086 -1.2789 3.1341  -0.2050
41 F 2.6168 -0.1143 3.6249  0.0714
42 C 0.8167 -1.5742 3.3791  -0.2916
43 F -0.1337 -0.7226 2.9644  0.1133
44 F 0.3700 -2.6445 4.0076  0.1538
45 H 2.1851 5.5685 1.1546  0.0611
46 H 3.7452 6.2765 1.4824  0.0684
47 H 3.6662 4.5375 1.1255  0.0701
48 H 2.4858 5.9881 -1.0936  0.1099
49 H 3.9613 6.8460 -0.6914  0.1174
50 H 2.7626 4.0013 -2.5067  0.1001
51 H 3.3978 5.5544 -3.0577  0.1238
52 H 4.0722 3.2714 -4.1533  0.1123
53 H 5.1851 4.6941 -4.0840  0.1249
54 H 5.5727 1.8254 -4.4333  0.1295
55 H 7.1954 2.2237 -3.7296  0.1275
56 H 6.9763 0.1644 -2.7999  0.1347
57 H 6.3225 1.2303 -1.5740  0.1276
58 H 5.1250 -0.2686 -0.6659  0.1107
59 H 5.4311 -1.6286 -1.7646  0.0979
60 H 3.1981 1.7470 0.6188  0.0362
61 H 4.4053 1.8052 -0.6965  0.0352
62 H 2.9455 2.7590 -0.7728  0.0244
63 H 2.7547 1.1738 -3.7307  0.0305
64 H 1.3749 2.0591 -2.9690  0.0333
65 H 1.1922 0.4092 -3.5242  0.0387
66 H 2.0854 -4.4375 -1.6940  0.1119
67 H 3.2091 -6.8487 -0.0771  0.0725
68 H 2.1023 -6.7218 -1.4200  0.0736
69 H 3.4998 -7.8180 -1.5795  0.0687
70 H 5.4783 -6.6099 -2.0597  0.1127
71 H 2.9732 -4.1601 0.4025  0.0896
72 H 5.3860 -4.7850 0.6365  -0.1040
73 H 1.0263 -1.1734 0.4417  0.0806
74 H 0.8472 -1.8534 -1.2031  0.1171
75 H 1.1006 -3.7734 1.1761  0.0964
76 H 0.4775 -3.9861 -0.4401  0.0729
77 H -1.0028 -3.1164 1.9244  0.0556
78 H -1.1720 -1.9559 0.5245  0.0766
79 H -2.2867 -1.5535 -2.9807  0.1282
80 H -2.6461 -3.2401 -2.5987  0.1114
81 H -5.0325 -2.9147 -2.6391  0.1021
82 H -4.2772 -2.4731 -4.1973  0.1290
83 H -5.5422 0.3956 -1.5928  0.1234
84 H -6.0286 -1.2859 -1.3265  0.0878
85 H -4.3122 -0.8680 0.2995  0.1028
86 H -3.3920 0.1329 -0.8217  0.1213
87 H 2.8911 -0.3590 1.1380  0.0887
88 H 4.4318 -1.1413 0.9917  0.0887
89 H 4.0375 -2.0694 2.9484  0.1207
90 H 2.8393 -3.1514 2.2850  0.1111
91 C -8.1144 2.2203 0.7484  -0.1110
92 O -7.2295 1.4948 1.5995  -0.2941
93 P -7.7102 -0.0368 2.0808  0.6704
94 O -7.6784 -0.6614 0.7197  -0.2494
95 O -9.2021 0.4921 2.5180  -0.2767
96 C -9.3205 1.2156 3.7474  -0.1091
97 O -7.8950 -1.4298 2.9816  -0.2856
98 C -8.6685 -2.4811 2.4098  -0.1145
99 H -7.4960 2.7542 0.0282  0.0931
100 H -8.7993 1.5653 0.2150  0.0881
101 H -8.6816 2.9439 1.3360  0.0857
102 H -10.0699 1.9941 3.6161  0.0885
103 H -8.3765 1.6879 4.0311  0.0834
104 H -9.6393 0.5389 4.5407  0.0878
105 H -8.0840 -3.0303 1.6742  0.0765
106 H -9.5798 -2.0929 1.9553  0.0895
107 H -8.9320 -3.1585 3.2221  0.0924
108 C 0.6479 4.5411 4.2757  -0.1049
109 O 0.6018 3.8954 3.0051  -0.2861
110 P -0.8831 3.7834 2.2627  0.6249
111 O -1.1431 5.2236 1.9829  -0.2485
112 O -1.6308 3.2390 3.6185  -0.2732
113 C -1.3379 1.8987 4.0280  -0.1139
114 O -2.0025 3.0415 1.2869  -0.2764
115 C -3.2391 3.7196 1.0843  -0.1112
116 H 1.5679 5.1232 4.3029  0.0944
117 H -0.1996 5.2049 4.4303  0.0895
118 H 0.6765 3.7918 5.0684  0.0861
119 H -1.3148 1.8631 5.1162  0.0915
120 H -0.3692 1.5702 3.6488  0.0642
121 H -2.1162 1.2287 3.6615  0.0873
122 H -3.1236 4.5178 0.3535  0.0869
123 H -3.6240 4.1192 2.0220  0.0899
124 H -3.9426 2.9856 0.6909  0.0843

- The highest electronic energy belongs to which entry?
  C32H63NO5

- Among the records above, which one has the lowest Kohn-Sham gap?
  C32H64BF3NO16P3S4

- Which value of molar mass does entry 2 give?
  1007.85 g mol⁻¹